(1)
{"formula": "C29H59ClP2Si3V", "method": "ωB97M-V/def2-TZVPD", "species": ["V", "Cl", "P", "P", "Si", "Si", "Si", "C", "C", "C", "C", "C", "C", "C", "C", "C", "C", "C", "C", "C", "C", "C", "C", "C", "C", "C", "C", "C", "C", "C", "C", "C", "C", "C", "C", "C", "H", "H", "H", "H", "H", "H", "H", "H", "H", "H", "H", "H", "H", "H", "H", "H", "H", "H", "H", "H", "H", "H", "H", "H", "H", "H", "H", "H", "H", "H", "H", "H", "H", "H", "H", "H", "H", "H", "H", "H", "H", "H", "H", "H", "H", "H", "H", "H", "H", "H", "H", "H", "H", "H", "H", "H", "H", "H", "H"], "coordinates": [[-0.492, -0.019, 0.124], [2.368, 0.234, -3.971], [0.407, -2.499, -0.471], [0.449, 2.480, -0.426], [2.750, 0.173, 4.026], [-1.340, 2.807, 1.995], [-1.393, -2.883, 1.925], [0.304, -3.264, 1.177], [-1.803, 1.139, 1.247], [2.661, 4.298, -0.509], [3.119, -1.805, -0.563], [0.362, 3.180, 1.252], [-1.824, -1.189, 1.216], [-2.686, -4.179, 1.566], [2.647, -4.273, -0.570], [-2.618, 4.129, 1.678], [2.150, -2.904, -1.021], [1.748, -0.201, 5.588], [-0.810, -3.519, -1.510], [1.812, 0.071, 2.450], [-1.450, -0.039, 1.964], [0.908, 0.075, -2.905], [-0.496, -5.012, -1.605], [-1.103, 2.575, 3.841], [-1.159, -2.711, 3.778], [-0.967, -2.927, -2.910], [-0.502, 5.016, -1.460], [2.184, 2.931, -0.985], [3.444, 1.924, 4.147], [-2.465, -0.710, 0.007], [3.177, 1.835, -0.571], [-2.455, 0.703, 0.027], [1.092, -0.001, 1.436], [4.222, -0.981, 3.911], [-0.791, 3.517, -1.421], [-0.945, 2.984, -2.845], [-2.730, 4.412, 0.625], [3.665, -4.409, -0.953], [2.076, -2.881, -2.122], [3.796, 2.164, 5.160], [0.541, 4.265, 1.285], [-0.268, -2.114, 4.018], [0.766, 0.300, 5.593], [4.188, 2.253, -0.477], [3.215, 1.050, -1.337], [-2.878, 1.380, -0.708], [-0.373, -5.499, -0.631], [2.036, -5.100, -0.938], [4.842, -0.674, 3.058], [-0.141, 2.098, 4.073], [-2.837, -4.391, 0.502], [1.060, -2.787, 1.822], [2.033, 5.119, -0.858], [-1.915, 1.955, 4.247], [1.582, -1.281, 5.727], [-2.897, -1.359, -0.749], [3.134, -0.979, -1.286], [-1.143, 3.559, 4.328], [-2.039, -2.231, 4.229], [4.850, -0.953, 4.812], [0.405, -5.197, -2.207], [-2.393, -5.111, 2.070], [3.674, 4.462, -0.893], [2.714, 4.347, 0.583], [-0.892, -0.057, 2.902], [0.369, -0.825, -3.210], [4.140, -2.202, -0.492], [2.858, -1.391, 0.423], [2.698, -4.340, 0.521], [2.683, 2.661, 3.864], [-0.007, -2.900, -3.446], [2.921, 1.366, 0.392], [-1.760, -3.397, -0.963], [1.203, 0.019, -1.831], [-1.399, -1.920, -2.881], [-1.048, -3.712, 4.217], [-1.736, 3.350, -0.876], [-1.411, 1.991, -2.853], [-0.354, 5.464, -0.471], [-1.365, 5.517, -1.927], [-1.646, -3.558, -3.501], [0.021, 2.948, -3.369], [1.114, 2.657, 1.866], [0.253, 0.929, -3.080], [-1.599, 3.651, -3.423], [-1.335, -5.509, -2.118], [-2.336, 5.022, 2.253], [-3.593, 3.787, 2.054], [0.463, -4.353, 1.170], [4.300, 2.023, 3.465], [0.374, 5.237, -2.085], [2.297, 0.151, 6.478], [2.101, 2.934, -2.085], [3.903, -2.018, 3.752], [-3.645, -3.858, 1.997]], "mulliken_charge": [-0.4820, -0.1925, 0.0002, -0.0515, -0.0110, -0.0973, -0.0517, -0.8688, 0.6873, -1.6082, -0.6818, -0.2646, 0.8573, -1.0784, -1.6364, -1.0981, 0.6161, -1.0826, 1.5559, 0.1357, -1.8209, 1.8320, -1.9350, -1.0080, -0.9175, -1.8030, -1.9896, 0.5385, -1.0266, -0.6617, -0.5219, -0.5484, 1.0360, -1.2407, 1.6298, -1.9049, 0.3229, 0.5220, 0.5208, 0.4171, 1.0504, -0.0811, 0.3247, 0.5611, -0.0732, 0.6551, 0.2936, 0.3036, 0.2996, -0.1074, 0.3352, 0.1743, 0.2888, 0.3644, 0.2937, 0.6248, -0.0304, 0.4709, 0.3404, 0.3471, 0.3895, 0.3457, 0.5115, 0.2666, 0.4813, -0.2220, 0.5442, -0.0424, 0.2706, 0.2695, 0.3582, -0.1877, -0.4325, -1.5071, 0.1948, 0.4054, -0.4061, 0.2068, 0.3017, 0.4869, 0.5612, 0.3631, -0.4533, -0.3864, 0.5782, 0.4801, 0.3563, 0.3894, 1.0050, 0.2603, 0.4219, 0.4366, 0.5580, 0.2876, 0.3828], "gap_ev": [7.08, 6.51], "multiplicity": 2, "homo_ha": [-0.2426, -0.2220]}

(2)
{"formula": "C29H59NO25S5", "method": "ωB97M-V/def2-TZVPD", "species": ["S", "S", "S", "S", "S", "O", "O", "O", "O", "O", "O", "O", "O", "O", "O", "O", "O", "O", "O", "O", "O", "O", "O", "O", "O", "O", "O", "O", "O", "O", "N", "C", "C", "C", "C", "C", "C", "C", "C", "C", "C", "C", "C", "C", "C", "C", "C", "C", "C", "C", "C", "C", "C", "C", "C", "C", "C", "C", "C", "C", "H", "H", "H", "H", "H", "H", "H", "H", "H", "H", "H", "H", "H", "H", "H", "H", "H", "H", "H", "H", "H", "H", "H", "H", "H", "H", "H", "H", "H", "H", "H", "H", "H", "H", "H", "H", "H", "H", "H", "H", "H", "H", "H", "H", "H", "H", "H", "H", "H", "H", "H", "H", "H", "H", "H", "H", "H", "H", "H"], "coordinates": [[9.861, -1.037, 17.242], [4.662, 1.777, 15.255], [2.121, -0.480, 17.645], [10.818, 3.633, 12.793], [7.782, 5.174, 16.639], [11.341, 5.131, 12.715], [9.417, 3.686, 12.702], [3.432, 2.070, 14.620], [11.397, 2.958, 13.888], [3.180, 1.957, 8.931], [2.028, 0.707, 18.370], [1.702, -1.717, 18.576], [1.641, -3.274, 12.502], [4.666, 1.716, 16.669], [7.978, 3.228, 8.346], [10.152, -0.367, 18.455], [0.876, -0.659, 16.661], [11.236, -1.407, 16.539], [8.254, 3.659, 16.635], [8.617, -1.405, 12.603], [9.378, -2.541, 17.554], [6.650, 5.305, 15.791], [5.849, 2.716, 14.793], [0.660, 6.154, 16.710], [5.304, 0.465, 14.641], [7.288, 5.184, 18.140], [11.511, 3.164, 11.443], [8.932, -0.511, 16.322], [3.279, -0.852, 16.924], [8.877, 6.037, 16.463], [10.112, -1.732, 10.954], [6.581, 2.188, 13.683], [6.588, 4.196, 9.936], [12.493, 5.272, 11.894], [2.475, -2.836, 13.592], [6.536, 0.694, 13.888], [0.363, -1.989, 16.668], [7.699, 2.878, 17.730], [2.464, -1.297, 13.507], [1.049, 5.203, 17.711], [2.404, 4.975, 15.814], [7.974, 4.264, 9.323], [2.031, 4.192, 17.053], [5.034, 0.534, 8.598], [4.884, 0.790, 10.084], [11.243, -1.899, 11.840], [6.916, 3.876, 18.600], [12.677, 3.931, 11.182], [1.048, -1.093, 13.021], [0.918, -2.163, 11.956], [3.797, 1.864, 10.207], [10.503, -3.389, 17.551], [6.657, 3.149, 7.789], [5.745, 4.017, 8.670], [1.116, -2.733, 17.778], [1.096, 5.633, 15.444], [3.653, 0.924, 8.081], [7.888, -1.031, 10.340], [8.870, -1.423, 11.410], [11.446, -2.828, 16.512], [3.438, -3.298, 13.381], [10.994, -2.566, 12.662], [2.938, 3.996, 17.620], [7.591, 2.584, 13.703], [0.296, -1.272, 13.794], [5.290, -0.497, 8.359], [1.465, 3.280, 16.872], [4.839, 3.459, 8.940], [8.114, 5.216, 8.792], [3.220, -1.085, 12.754], [6.459, 3.361, 10.627], [4.191, 2.837, 10.504], [13.373, 5.513, 12.489], [0.190, 4.679, 18.142], [12.487, -3.107, 16.629], [1.383, -1.880, 11.006], [7.862, -1.740, 9.507], [13.564, 3.382, 11.504], [0.409, -3.259, 18.419], [2.764, -0.860, 14.455], [6.888, -0.929, 10.742], [1.496, 5.783, 18.523], [5.847, 3.772, 18.420], [12.306, 6.086, 11.198], [8.198, -0.097, 9.859], [6.088, 2.551, 12.778], [1.213, 6.376, 14.655], [5.340, 4.936, 8.252], [0.494, -2.460, 15.696], [10.988, -3.347, 18.542], [2.959, 0.076, 8.195], [6.464, 0.105, 12.982], [3.060, 1.547, 10.947], [10.395, -4.468, 17.447], [8.773, 4.174, 10.057], [7.311, 0.319, 14.551], [-0.127, -2.435, 11.803], [0.309, 4.938, 15.123], [3.096, 5.766, 16.110], [12.105, -2.240, 11.274], [5.816, 1.107, 10.570], [-0.702, -1.906, 16.878], [10.336, -1.555, 9.990], [11.100, -3.134, 15.519], [3.626, 1.211, 7.031], [7.175, 3.808, 19.650], [5.790, 1.189, 8.160], [12.826, 4.090, 10.114], [4.689, -0.104, 10.683], [8.601, 2.502, 18.206], [0.835, -0.084, 12.659], [1.859, -3.462, 17.455], [6.313, 5.084, 10.509], [6.388, 2.095, 7.878], [6.593, 3.434, 6.737], [11.547, -0.949, 12.299], [2.812, 4.432, 14.963], [7.066, 2.095, 17.326], [2.059, -3.177, 14.545]], "mulliken_charge": [0.9708, 1.3470, 1.2183, 1.1252, 0.9522, -0.3568, -0.3318, -0.6454, -0.6384, -0.5461, -0.5665, -0.4014, -0.4745, -0.5200, -0.4815, -0.6272, -0.3107, -0.3424, -0.1814, -0.6112, -0.3181, -0.4475, -0.2662, -0.4284, -0.5805, -0.3747, -0.3182, -0.2418, -0.4639, -0.5954, -0.1889, 0.1880, 0.1773, -0.3240, -0.4598, 0.5109, -0.0543, 0.0783, 1.0279, -0.5234, -0.0403, -0.1145, 0.1453, -0.2214, 0.8954, -0.7626, 0.0241, -0.3614, -0.3408, -0.3969, -0.7139, -0.4696, -0.0772, -0.4434, -0.4401, -0.5943, -0.6672, -0.9019, 0.5619, -0.1757, 0.3250, 0.1899, 0.0045, 0.0810, 0.0577, 0.5549, -0.0276, 0.0303, 0.3253, -0.4076, -0.5589, 0.2853, 0.2747, 0.2753, 0.3414, 0.1643, 0.5002, 0.2866, 0.3015, -0.3198, 0.0128, 0.3103, -0.0062, 0.2779, 0.3488, -0.0016, 0.3739, 0.3601, 0.0368, 0.3098, 0.3238, -0.1234, 0.3133, 0.3793, -0.0898, 0.1161, 0.3550, 0.2606, 0.1775, 0.3652, -0.4125, 0.3178, 0.2407, 0.1317, 0.3882, 0.2964, -0.1742, 0.3145, 0.2575, 0.2771, 0.3888, 0.2742, 0.6078, -0.2917, 0.3072, 0.2462, 0.1144, -0.0450, 0.0959], "gap_ev": 8.92, "smiles": "O=S1(=O)OCCO1.O=S1(=O)OCCO1.O=S1(=O)OCCO1.O=S1(=O)OCCO1.O=S1(=O)OCCO1.CNC(C)=O.C1CCOC1.C1CCOC1.C1CCOC1.C1CCOC1", "homo_ha": -0.3215}

Result set for F_max: 0.1048 0.0533 hartree/bohr, one per record in the order listed.